No. 1
# C14H9F5I2O4S2Y2

A molecular structure, C14H9F5I2O4S2Y2 at a distorted geometry (ωB97M-V/def2-TZVPD, the OMol25 dataset).

```
38
Properties=species:S:1:pos:R:3:forces:R:3:lowdin_charge:R:1
I 1.430464 -4.027180 -0.428100 0.4 -1.0 -0.1 0.647
I 1.631418 4.009562 -0.397728 0.4 0.9 -0.1 0.630
Y 0.443617 1.668796 0.054893 0.9 0.9 -1.6 0.334
Y 0.358186 -1.634243 0.043381 0.8 -0.8 -1.5 0.339
S 1.352223 0.007906 -1.874312 -1.1 0.1 2.4 0.500
C -1.818915 -1.948690 -1.455959 -3.6 -2.2 -3.3 0.009
C -1.503246 -2.004713 1.628298 -4.1 -3.5 5.5 0.024
C 0.528276 0.020405 -3.623287 0.3 -0.2 -0.2 -0.777
C 1.380318 1.148508 -4.207365 0.3 0.0 0.3 -0.110
C -0.970379 0.297125 -3.730692 0.1 0.3 -0.1 -0.075
C 0.919855 -1.382796 -4.089766 0.3 0.1 0.2 -0.103
C -1.221544 2.107961 1.827762 -2.1 1.8 3.5 -0.002
C -1.829560 2.164421 -1.224393 -2.9 2.3 -2.4 0.009
O -2.097534 -2.544475 2.477379 3.0 3.1 -4.7 0.212
O -2.618127 -2.372278 -2.175885 3.5 2.0 3.2 0.199
O -1.731113 2.567870 2.734742 1.2 -1.3 -2.6 0.234
O -2.632522 2.706181 -1.837332 2.8 -2.1 2.3 0.207
H 1.130721 1.240610 -5.271615 0.2 0.1 0.1 0.130
H 2.455597 0.914394 -4.064118 -0.6 0.2 -0.5 0.100
H 1.179629 2.105254 -3.675487 0.0 -0.5 -0.6 0.083
H -1.337028 -0.316903 -4.563820 -0.1 0.3 0.1 0.123
H -1.140721 1.357508 -3.973978 -0.1 -0.4 0.1 0.100
H -1.586134 0.035190 -2.863861 0.3 0.0 -0.1 0.017
H 0.689095 -1.436308 -5.158668 0.1 -0.2 0.1 0.124
H 0.371708 -2.167189 -3.534809 0.0 0.3 -0.4 0.072
H 1.997534 -1.547508 -3.910490 -0.5 0.0 -0.4 0.096
F -0.921469 -0.093903 6.878628 1.5 0.0 -3.0 0.282
C -0.306176 -0.087509 5.687144 -1.8 0.0 3.8 0.038
C 0.112832 1.132189 5.141481 0.4 2.8 0.3 -0.073
F -0.094622 2.275350 5.784403 0.1 -1.6 -0.7 0.241
C 0.779734 1.128665 3.936862 0.4 2.4 -0.3 -0.177
F 1.203519 2.318656 3.371250 -0.9 -2.4 1.0 0.091
C 0.992217 -0.073131 3.239507 2.0 0.1 -3.1 -0.371
S 1.903124 -0.042223 1.648745 -1.4 -0.1 2.7 0.771
C 0.595099 -1.288110 3.827139 0.2 -2.4 -0.4 -0.165
F 0.861234 -2.483332 3.169384 -0.6 2.5 1.1 0.073
C -0.068236 -1.301624 5.033217 0.0 -2.8 0.0 -0.073
F -0.439065 -2.454438 5.577443 0.3 1.6 -0.6 0.240
```
Forces are in eV/Å.

Values from the calculation:
LUMO (spin up / spin down) ... -18.9 / -18.9 eV
HOMO-LUMO gap (spin up / spin down) ... 2.69 / 2.65 eV
Total charge ... +4

No. 2
# C5H8O2

A molecular structure, C5H8O2 at a distorted geometry (ωB97M-V/def2-TZVPD, the OMol25 dataset).

```
15
Properties=species:S:1:pos:R:3:forces:R:3:lowdin_charge:R:1
O 1.233553 -1.199765 1.078824 -0.3 -0.2 -1.3 -0.037
C 0.540863 0.079109 1.158666 -0.3 0.3 0.0 -0.267
C 0.744408 0.845047 -0.164703 -0.1 0.2 -0.1 -0.087
C -0.582376 0.253008 -0.623969 -0.6 0.7 -0.3 -0.351
C -1.210659 0.202302 -1.789121 -0.1 0.3 0.2 0.041
O 0.694397 -1.598427 -0.471236 1.8 -0.9 1.9 -0.131
C -0.919963 -0.211772 0.787534 -0.2 0.1 -0.1 -0.079
H 2.193109 -1.006531 1.043777 -0.4 -0.4 -0.4 0.161
H 0.761243 0.582139 2.107864 0.1 -0.4 -0.1 0.150
H 1.629380 0.554316 -0.738347 -0.2 0.2 0.1 0.118
H 0.716608 1.931359 -0.039510 -0.1 -0.1 0.1 0.120
H -2.192612 -0.253112 -1.877747 0.2 0.0 0.0 0.059
H -0.772583 0.638810 -2.682069 0.0 -0.1 0.1 0.058
H -1.207937 -1.258630 0.904966 0.0 0.2 0.0 0.123
H -1.627431 0.442148 1.305071 0.1 0.0 0.0 0.122
```
Forces are in eV/Å.

Values from the calculation:
LUMO (spin up / spin down) ... 0.2 / 0.2 eV
HOMO-LUMO gap (spin up / spin down) ... 8.69 / 8.69 eV